No. 1
The following is a quantum chemistry calculation of the molecule C7H15NO2Si, from the Open Molecules 2025 dataset.

The value obtained for the HOMO-LUMO gap (alpha / beta) is 7.002 / 7.895 eV. The HOMO energy (alpha / beta) comes out at -7.0 / -7.6 eV. The calculation puts the energy above the lowest of the compared OMol25 structures with the same formula, charge and spin at 498.1 kJ/mol. The LUMO energy (alpha / beta) comes out at 0.0043 / 0.2824 eV.

Element x y z (Å)
C -4.052107 1.235591 0.174633
H 2.145458 -1.849461 1.248199
C 1.295943 -1.178450 1.420356
C 1.854044 -0.299476 -1.544053
C 0.141447 1.560732 0.371659
H 3.897509 0.482478 0.513460
H 2.984057 -0.054116 -1.593854
H 1.925414 -1.475292 -1.455018
O -1.201561 -0.776066 -0.290418
C -1.916601 -1.876441 -0.733166
Si 1.486681 0.324552 0.222491
H -2.557243 -2.301061 0.239018
H -2.621562 -1.726555 -1.531190
N -3.373494 0.151403 -0.038195
H -1.198783 -2.578496 -1.050207
H 0.225147 2.674276 0.405717
H 3.225790 1.762365 1.628905
H 0.211156 -1.583055 1.285363
H 3.530762 1.891040 -0.258183
H -5.107082 1.242706 -0.120414
H -3.769500 2.244061 0.190118
C -1.951979 0.342585 0.058230
C 3.168638 1.313736 0.589325
O -1.177377 1.428504 0.275517
H 1.379398 -1.010937 2.505760
H 1.455848 0.055368 -2.514061

Force components x, y, z for each atom (eV/Å):
-2.5863 -0.4314 -1.4881
-0.5838 -0.4354 -0.4518
-1.3502 0.3281 0.0417
2.4630 -1.9291 0.4341
0.3463 1.6047 -0.0923
-0.1660 0.0693 0.6082
-1.5455 -0.2518 -0.1416
-0.5958 2.1180 -0.6015
-0.2458 2.5811 0.2480
-2.4090 -1.7021 3.2226
1.4571 0.2899 0.1356
1.5558 0.7187 -2.6698
-0.2649 0.5951 -0.2558
4.4851 2.3435 0.8774
0.8731 -0.9831 -0.1643
0.8575 -1.0751 0.1661
0.1159 -0.2123 -1.4940
2.3198 0.1311 -0.0365
-0.4907 0.8259 0.2392
-0.0074 -0.7830 0.5769
1.5846 1.2216 0.6163
-0.4714 -2.3101 -0.8457
-0.7728 -1.5909 0.7819
-4.2172 -1.4433 -0.2417
-0.0695 0.6463 -0.3391
-0.2819 -0.3256 0.8743

Results of the Löwdin charge analysis, in e, for atoms 1 through 4: -0.0569 0.0206 -0.1783 -0.2013

***

No. 2
The following is a quantum chemistry calculation of a cluster of 15 separate species, C66H102N6O9 in total, from the Open Molecules 2025 dataset.

The value obtained for the HOMO-LUMO gap is 9.493 eV. The HOMO energy comes out at -8.9 eV. The LUMO energy comes out at 0.5854 eV.

Element x y z (Å)
H -26.209348 -13.142349 1.205838
C -27.748903 -15.394275 -3.184478
H -26.471247 -19.829089 4.334101
C -23.982331 -21.187376 3.012348
H -27.858480 -24.517105 3.575385
C -31.981956 -23.492930 1.589908
H -21.882498 -19.445111 4.235149
H -30.046907 -22.229267 -5.469982
C -31.221518 -17.416828 -3.317558
H -30.092081 -19.339966 -6.121487
H -31.466968 -17.812254 -0.011956
O -31.296760 -22.678725 0.647596
H -28.752332 -25.014198 0.988390
H -29.224887 -21.170355 0.658111
H -29.594654 -18.050845 3.256050
H -29.601491 -14.519084 -2.420064
H -24.183900 -21.575746 -4.931918
H -24.803253 -20.178820 6.103757
C -26.002738 -22.101511 -2.273566
H -27.193333 -14.268988 4.754438
C -24.092635 -16.731214 -3.956433
H -23.117351 -19.308974 2.175471
H -29.104243 -17.441659 0.748477
C -27.837363 -22.117539 5.753564
H -32.506348 -24.303297 1.072356
C -32.742179 -21.203083 1.681223
H -34.407842 -19.038480 -2.034904
H -30.366303 -19.273025 -2.665361
C -21.905040 -15.758838 -3.984543
H -31.222404 -16.076941 -0.106386
C -26.010375 -23.971314 2.535258
H -29.141159 -24.499681 -5.800790
C -26.400199 -14.690642 4.138683
C -21.792522 -20.334980 3.609644
H -32.411220 -18.164067 3.150191
H -24.853491 -17.186309 -2.018379
H -23.027639 -16.231178 -5.748438
C -28.079539 -24.275509 1.419572
C -31.705561 -17.395423 2.832144
H -24.970656 -17.101414 -4.469882
C -26.275227 -17.342643 7.192930
H -29.659804 -16.052793 1.634777
C -32.144054 -21.577503 0.326442
H -27.383981 -20.935927 2.349512
C -29.661104 -22.798994 -4.632144
H -30.327172 -23.602627 4.547186
O -24.037833 -16.892805 2.493261
H -23.531573 -17.883264 0.661899
H -28.626405 -23.350533 1.614433
H -33.697292 -20.674884 1.655063
H -27.903664 -16.412476 6.136814
C -28.420441 -20.457918 0.488311
N -27.328378 -18.146976 5.204621
C -22.119839 -21.640141 4.312074
C -30.077691 -22.646435 5.008746
H -32.928204 -21.861217 -0.380733
H -32.057929 -20.555368 2.232572
H -24.206883 -16.305634 0.523538
H -22.418028 -20.699894 1.552086
H -30.309523 -17.019134 -3.742078
H -28.640463 -13.411452 -3.358408
H -34.539717 -16.780495 -2.990096
C -24.582514 -21.431041 -3.933553
C -32.934867 -22.556171 2.376512
C -31.221363 -16.922819 0.582436
H -29.511140 -18.276464 -4.050459
C -27.518092 -19.262736 -3.971267
C -24.091997 -20.398957 -3.131010
H -29.532674 -19.880676 -3.464430
C -29.082955 -22.894098 6.170833
H -26.162713 -16.591497 7.963560
C -26.459870 -19.151694 5.179312
O -23.532163 -21.691374 4.280099
H -28.308181 -25.755577 -3.782238
H -22.253202 -15.216393 1.330332
H -29.136117 -22.585763 -1.311520
C -29.931153 -17.075183 1.358782
H -27.085135 -22.941587 -0.003642
H -28.439842 -13.360656 -0.660354
H -27.262094 -20.244778 -3.578971
C -26.947623 -15.689079 3.104788
H -30.165484 -21.290450 -3.158591
N -28.667033 -24.207031 -2.460795
C -27.436264 -15.263434 -0.862858
C -24.593975 -20.246063 -1.855215
C -23.563485 -16.909230 1.171920
H -21.235707 -17.849725 2.375658
H -21.042921 -15.381669 -4.516161
C -29.704335 -22.244430 -3.366490
H -22.965959 -17.761413 4.093907
H -25.739274 -17.805516 -0.024759
H -21.544065 -16.552884 0.383727
H -27.816104 -21.118375 6.202802
H -26.711857 -22.878067 -2.004723
H -21.612417 -22.499101 3.860731
C -29.202483 -19.724557 -5.617626
H -28.852072 -23.958756 6.211127
C -33.519612 -18.542017 -2.408395
H -28.267533 -15.705441 -0.302445
H -31.009783 -22.224588 5.384685
H -27.967138 -15.992226 3.339619
H -22.984731 -15.993885 3.988458
C -25.982791 -13.982478 1.860941
H -27.445072 -18.224810 -1.688351
O -27.952621 -21.937712 4.350730
C -26.950157 -23.942197 0.406144
H -32.630031 -22.540044 3.421627
C -21.923950 -15.835188 -2.597032
H -27.161750 -25.812060 2.614318
C -33.582413 -17.282957 -2.968131
H -24.104998 -22.063175 2.366829
C -27.204295 -17.239568 6.178429
H -29.247908 -20.817912 -5.718206
C -26.461412 -18.595958 0.123395
H -24.671807 -13.419999 3.534113
O -27.032042 -14.933301 1.889152
H -24.694367 -18.600833 7.985001
C -29.027788 -19.246874 -4.198882
H -26.080863 -21.079733 -0.430363
H -27.119969 -18.492302 -3.310827
C -31.282758 -18.700353 -2.768147
O -28.096825 -19.156294 -6.302398
C -32.391321 -16.685578 -3.373854
C -25.727208 -13.594221 3.320651
C -27.325296 -24.732101 2.647022
H -21.074645 -15.540031 -1.990297
H -29.547076 -21.925281 3.005227
C -27.509192 -18.786518 -0.758411
C -30.344349 -18.007697 2.460064
H -26.101112 -22.929529 2.871319
H -26.873444 -22.572800 5.975829
H -28.322344 -16.102364 -3.785997
C -23.029538 -16.206211 -4.665222
C -21.644230 -16.845388 2.535717
H -25.679707 -19.209926 2.027226
C -22.825948 -20.315718 2.491972
N -25.508701 -22.272901 -3.507977
H -25.220975 -24.336377 3.197128
H -23.310582 -19.718302 -3.445146
N -32.389037 -19.257850 -2.308111
H -30.423378 -19.041861 2.115837
C -24.002328 -16.814036 -2.576022
C -28.679394 -24.741645 -3.683855
C -22.908895 -16.919335 3.406460
C -27.804726 -13.876901 -1.385734
H -31.248086 -23.976883 2.237128
H -26.588644 -15.251069 -0.177056
H -24.272966 -19.448022 -1.194548
H -29.494156 -22.571782 7.124814
H -26.287942 -19.908833 -5.618232
C -29.143503 -22.969582 -2.325263
C -27.416057 -20.348553 1.439070
H -32.359094 -15.706706 -3.837537
N -22.927798 -16.382829 -1.916958
N -28.468126 -19.692067 -0.606800
C -25.430881 -18.447849 7.206380
H -31.524147 -20.773032 -0.061911
H -21.818841 -21.611811 5.361997
C -22.196931 -16.302774 1.213317
C -25.527593 -19.377018 6.182612
C -25.557585 -21.130878 -1.376033
O -27.187067 -16.050799 -2.036370
H -33.962662 -22.906800 2.301538
H -26.897817 -24.734993 -0.334969
H -25.101603 -14.482007 1.430346
H -31.590596 -16.629706 3.600217
C -29.146264 -24.078386 -4.805429
H -20.819948 -16.242091 2.914141
H -26.951026 -13.217857 -1.543579
H -20.767970 -20.308864 3.229252
O -32.165916 -16.713733 1.644991
C -29.309570 -21.728257 4.052059
C -28.571442 -14.237559 -2.647956
C -26.435093 -19.378079 1.267735
H -24.952730 -20.717172 3.144810
H -26.317241 -16.561076 2.936944
H -29.587504 -20.675107 4.210264
H -25.695105 -15.188311 4.808424
O -25.724329 -23.989593 1.147837
C -26.973005 -19.081654 -5.415207
H -26.885422 -15.041124 -3.758411
H -26.191729 -12.621723 3.506662
H -26.540619 -18.109713 -5.649157

Force components x, y, z for each atom (eV/Å):
-0.4014 -0.0339 0.0585
0.4746 -0.0300 0.2156
-0.4108 0.0258 -0.0220
0.8459 -0.9295 -0.1223
0.0418 0.0684 -0.0191
-0.0942 -0.0888 0.1024
-0.2021 -0.3347 0.3299
-0.1721 -0.5401 0.0976
-0.7948 0.0622 0.2373
-0.1205 0.0793 0.1830
-0.0529 -0.0947 0.1592
0.1951 0.0070 -0.1393
-0.1380 0.0378 0.1547
-0.0403 -0.0255 -0.2688
-0.2696 0.2170 0.2568
0.0818 -0.2403 0.1435
-0.0798 -0.0689 -0.0398
-0.2058 -0.1870 -0.0384
0.6838 -0.6016 -0.1030
-0.0861 -0.0836 -0.0382
-0.1975 -0.0927 -0.1043
-0.2258 -0.0586 0.5669
-0.0787 -0.1525 0.0553
-0.2043 0.7759 0.1125
-0.1795 0.1251 -0.0584
-0.4973 0.1754 0.3204
-0.0852 0.0923 -0.0261
-1.3286 0.6508 0.9127
-0.2300 0.0675 0.2115
-0.1743 0.1822 0.2118
-0.6148 0.5732 0.3821
0.1466 -0.2648 0.1057
0.4231 -0.5789 0.3217
0.6445 0.1155 -0.5299
-0.2302 0.1563 -0.0271
0.1531 -0.0921 0.1804
-0.1183 0.1857 0.0099
0.2046 0.6122 -0.7248
0.4912 -0.0590 -0.3740
-0.0052 0.0064 0.0500
0.5183 -0.1894 0.3647
0.1254 -0.1983 0.6957
-0.0200 0.1642 0.8226
-0.2493 -0.2313 -0.1692
-0.3158 -0.1472 -0.0605
0.0241 0.0779 -0.1696
0.2432 -0.7309 0.5082
-0.0297 -0.2980 0.5481
-0.2121 -0.1681 0.1075
0.0954 0.1036 -0.3531
0.0137 0.0424 0.0518
0.0592 0.1418 0.2994
0.0997 0.2520 -0.3076
0.1373 0.7805 0.8402
-0.0369 -0.2096 0.3532
0.1252 -0.0153 -0.1870
0.1255 -0.1456 0.0000
-0.2183 0.0304 0.3026
0.0285 -0.4649 0.2325
-0.3148 0.3395 0.3859
0.1099 -0.0452 -0.0421
0.0817 0.1532 -0.1529
0.3999 0.5022 0.4444
0.5844 -0.4304 -0.2314
-0.0231 -0.2311 0.3098
1.2378 -0.6638 -0.6586
0.0740 0.3084 -1.0860
0.1682 0.0578 0.0315
1.4210 -0.0029 -1.2677
0.0215 -0.3166 -0.3260
-0.2340 0.1001 -0.0665
0.2271 -0.1058 0.2115
-0.3486 -0.1371 0.2276
0.0750 -0.0030 0.1230
-0.1439 0.0200 -0.3367
-0.0393 0.1599 -0.0213
0.6123 0.1287 -1.6393
-0.0176 -0.1935 -0.2201
0.0039 -0.0348 -0.0291
0.2920 0.0478 0.0309
-0.3281 0.7383 -0.2294
-0.0851 -0.4605 -0.0188
0.1053 -0.0418 -0.2770
-0.0456 0.2432 -0.1140
-0.5040 -0.1977 0.8923
-0.1235 0.5956 -1.5050
-0.0706 0.0360 0.0193
0.0054 0.0787 0.0420
0.1455 -0.3333 0.3625
-0.0994 -0.1123 -0.1996
-0.0356 -0.0366 -0.1351
-0.1968 0.0450 -0.1839
-0.1436 -0.0469 0.2414
0.0380 0.3982 0.1460
-0.3086 -0.0710 -0.3175
0.0041 0.2398 -0.5234
-0.0349 0.0153 0.2343
0.2543 -0.5524 -0.1219
0.0389 0.1039 -0.0972
0.0250 0.1770 -0.1769
0.0886 -0.2222 -0.0006
-0.0635 -0.1453 0.1804
0.8201 -0.7826 0.1675
-0.6809 -0.0177 0.5967
0.5649 -0.2987 -0.6399
-0.1280 -0.6655 1.1011
-0.2201 0.1057 0.0680
0.0281 -0.5707 -0.1626
0.1974 0.0337 -0.0358
0.0937 0.2764 0.5113
-0.2144 0.2355 -0.2262
-0.3426 -0.3475 -0.1102
0.5663 0.6395 0.0610
-0.3931 0.0847 0.9699
0.0564 -0.3899 -0.0260
-0.5333 0.3864 0.0668
-0.0238 0.1757 0.0614
0.0486 -0.0492 0.6861
0.5833 0.1209 0.0148
-0.2199 -0.1123 -0.2416
0.1217 0.3330 0.6968
0.1759 -0.2119 -0.1899
-0.1394 -0.0932 -0.6237
-0.1055 0.9778 -0.3374
-0.0441 -0.1662 0.6109
0.0520 0.1782 -0.1219
0.3944 -0.2406 -0.0451
0.7244 0.0034 -0.7468
0.2572 0.3068 0.7339
-0.5213 -0.0202 -0.0517
-0.0818 -0.2570 -0.1378
0.0864 -0.0925 0.0444
0.4212 -0.2753 -0.2280
-0.0715 -0.8408 -0.2031
0.0223 -0.0005 -0.0840
-0.2592 0.6492 -0.9835
-0.2947 -0.0037 -0.1075
0.3016 -0.5492 -0.6857
-0.0475 -0.0888 -0.3304
-0.5370 0.2504 0.1270
-0.1928 0.1153 -0.3291
0.1819 0.5121 -0.3726
0.0130 -0.0903 -0.0491
0.0910 1.2104 -0.1853
-0.6898 0.0121 0.8887
0.1520 0.1342 -0.0579
0.0808 -0.2959 -0.5487
0.2492 0.0363 -0.1918
0.1538 -0.0278 0.0696
0.2259 0.2476 -0.2575
-0.4732 -0.4201 0.1485
0.3047 0.4420 0.3856
-0.2212 0.0803 0.1660
-0.3843 0.0299 0.4262
-0.2780 -0.2565 -0.0035
-0.1292 -0.1770 -0.1479
-0.0549 -0.0912 -0.3644
-0.0703 -0.1220 0.0014
0.9908 0.3247 0.7744
0.5014 0.4531 -0.0566
-0.5383 -0.5391 -1.2645
-0.0540 -0.0725 -0.0682
-0.0236 0.0421 0.0816
0.0652 0.3886 -0.4378
0.1352 0.1553 0.1069
-0.0913 -0.1210 0.1950
-0.1936 0.6412 0.0062
-0.2503 0.0980 0.3058
0.1921 -0.2573 -0.3139
-0.0592 -0.1187 -0.0657
-0.3487 -0.2957 -0.1718
-0.9746 0.3330 0.3017
0.0813 0.5238 -0.4425
-0.0713 0.3461 -0.0564
0.1504 0.1361 0.1360
0.0734 0.0349 0.2495
0.1200 0.0108 0.2084
-0.0414 0.0449 0.0047
0.7618 -0.1037 0.0275
-0.5604 -0.5389 0.0625
-0.2361 0.1105 -0.3029
-0.1367 -0.1148 0.0885
0.3765 -0.0606 0.3264

Results of the Löwdin charge analysis, in e, for atoms 1 through 4: 0.1186 -0.1830 0.0813 -0.1635

***

E_tot (computed, eV): -20959.90232; -97458.45388